1.
{
  "formula": "C26H58P4RhS",
  "method": "wB97M-V/def2-TZVPD",
  "total_charge": 3,
  "spin_multiplicity": 5,
  "de_lowest_kcal_mol": 41.2,
  "lumo_energy_ha": [-0.28542, -0.45871],
  "s2": 6.04,
  "elements": ["Rh", "P", "P", "P", "H", "C", "C", "H", "C", "C", "C", "C", "C", "C", "C", "C", "C", "H", "H", "H", "H", "H", "H", "H", "H", "H", "H", "H", "H", "H", "H", "H", "H", "H", "H", "H", "H", "H", "H", "H", "H", "H", "H", "H", "H", "H", "C", "C", "C", "C", "C", "C", "S", "H", "H", "H", "H", "H", "H", "C", "C", "C", "P", "C", "C", "C", "C", "C", "C", "H", "H", "H", "H", "H", "H", "H", "H", "H", "H", "H", "H", "H", "H", "H", "H", "H", "H", "H", "H", "H"],
  "coordinates": [[0.409, 0.489, 0.082], [2.719, 0.734, 0.148], [0.250, 2.780, 0.935], [0.651, -1.576, -0.956], [-0.438, 2.325, -1.785], [-0.639, 1.256, -1.694], [-1.627, 0.793, -0.784], [-2.238, 1.520, -0.253], [3.316, 1.577, -1.368], [3.539, 1.733, 1.456], [3.835, -0.723, 0.243], [-1.390, 3.613, 0.903], [0.748, 3.202, 2.657], [1.192, 4.022, -0.043], [-0.940, -2.287, -1.537], [1.384, -3.078, -0.202], [1.730, -1.386, -2.436], [-0.410, 0.671, -2.585], [-2.137, -0.153, -0.959], [4.412, 1.641, -1.321], [2.899, 2.589, -1.427], [3.027, 1.015, -2.262], [4.624, 1.654, 1.294], [3.320, 1.333, 2.454], [3.255, 2.788, 1.404], [4.866, -0.346, 0.295], [3.754, -1.382, -0.624], [3.638, -1.291, 1.158], [-1.211, 4.691, 1.013], [-2.015, 3.272, 1.735], [-1.903, 3.443, -0.048], [0.866, 4.294, 2.713], [1.693, 2.737, 2.949], [-0.026, 2.905, 3.374], [0.773, 5.012, 0.189], [1.068, 3.830, -1.115], [2.257, 4.023, 0.215], [-0.755, -3.269, -1.994], [-1.429, -1.646, -2.279], [-1.613, -2.420, -0.681], [1.458, -3.841, -0.993], [0.750, -3.474, 0.599], [2.387, -2.886, 0.191], [1.631, -2.280, -3.069], [2.782, -1.269, -2.159], [1.427, -0.501, -3.009], [-1.301, -1.219, -6.277], [-0.520, -1.054, -7.431], [-1.140, -0.703, -8.628], [-2.529, -0.539, -8.677], [-3.311, -0.788, -7.537], [-2.705, -1.141, -6.334], [-0.488, -1.481, -4.758], [-0.406, -0.158, -4.314], [0.560, -1.158, -7.353], [-0.529, -0.543, -9.522], [-3.008, -0.218, -9.607], [-4.396, -0.689, -7.591], [-3.278, -1.315, -5.424], [-2.995, 1.016, 2.543], [-1.766, 0.636, 3.362], [-2.259, 0.009, 4.669], [-0.507, -0.282, 2.342], [1.076, -0.242, 3.387], [0.926, 0.025, 4.887], [1.946, -1.482, 3.161], [-1.186, -2.017, 2.238], [-1.164, -2.816, 3.545], [-2.583, -2.077, 1.598], [-3.711, 0.187, 2.475], [-2.732, 1.332, 1.530], [-3.496, 1.854, 3.052], [-1.224, 1.556, 3.619], [-3.023, -0.758, 4.491], [-1.485, -0.409, 5.315], [-2.751, 0.806, 5.247], [1.597, 0.634, 2.953], [0.499, -0.846, 5.406], [1.933, 0.186, 5.305], [0.335, 0.919, 5.126], [3.004, -1.187, 3.290], [1.733, -2.258, 3.914], [1.822, -1.913, 2.154], [-0.485, -2.505, 1.534], [-2.000, -2.543, 4.204], [-1.283, -3.877, 3.280], [-0.221, -2.714, 4.093], [-2.725, -1.351, 0.788], [-2.734, -3.082, 1.178], [-3.378, -1.929, 2.341]]
}

---

2.
{
  "formula": "C4H8N6",
  "method": "wB97M-V/def2-TZVPD",
  "smiles": "CNCc1nnc(N)nn1",
  "total_charge": 0,
  "spin_multiplicity": 1,
  "de_lowest_kcal_mol": 75.2,
  "lumo_energy_ha": -0.02788,
  "elements": ["C", "N", "C", "C", "N", "N", "C", "N", "N", "N", "H", "H", "H", "H", "H", "H", "H", "H"],
  "coordinates": [[2.997, -0.394, 0.085], [2.080, 0.164, -0.924], [1.112, 1.084, -0.312], [-0.315, 0.428, -0.156], [-0.399, -0.534, 0.799], [-1.592, -1.053, 0.961], [-2.551, -0.539, 0.144], [-3.882, -1.079, 0.348], [-2.463, 0.395, -0.839], [-1.267, 0.911, -0.998], [2.361, -0.931, 0.834], [3.673, -1.144, -0.403], [3.612, 0.379, 0.624], [2.567, 0.577, -1.712], [1.052, 2.084, -0.806], [1.456, 1.289, 0.743], [-3.954, -1.386, 1.322], [-4.487, -0.253, 0.290]]
}

---

3.
{
  "formula": "C22H42F9N4O14S",
  "method": "wB97M-V/def2-TZVPD",
  "total_charge": 1,
  "spin_multiplicity": 1,
  "lumo_energy_ha": -0.16214,
  "elements": ["N", "C", "N", "C", "C", "C", "F", "F", "C", "F", "F", "S", "F", "F", "F", "F", "F", "N", "C", "O", "N", "O", "H", "H", "H", "H", "H", "H", "H", "H", "H", "H", "C", "C", "O", "C", "O", "O", "C", "H", "H", "H", "H", "H", "H", "H", "H", "C", "C", "O", "C", "O", "O", "C", "H", "H", "H", "H", "H", "H", "H", "H", "C", "C", "O", "C", "O", "O", "C", "H", "H", "H", "H", "H", "H", "H", "H", "C", "C", "O", "C", "O", "O", "C", "H", "H", "H", "H", "H", "H", "H", "H"],
  "coordinates": [[4.186, -2.266, 3.710], [4.530, -1.172, 2.951], [3.677, -0.226, 2.648], [2.552, 0.173, 3.522], [1.347, 0.649, 2.726], [0.683, -0.365, 1.804], [-0.390, 0.236, 1.263], [1.555, -0.657, 0.800], [0.254, -1.679, 2.503], [-0.287, -1.333, 3.678], [1.353, -2.397, 2.779], [-1.003, -2.781, 1.590], [-0.599, -2.104, 0.215], [-2.107, -1.690, 1.847], [-1.351, -3.491, 2.961], [0.104, -3.892, 1.326], [-2.055, -3.668, 0.846], [5.793, -1.045, 2.409], [5.916, -1.630, 1.001], [4.758, -1.457, 0.254], [4.644, -0.050, -0.218], [4.143, -0.020, -1.243], [3.817, -3.085, 3.253], [4.194, -2.261, 4.716], [4.219, 0.587, 2.361], [2.285, -0.633, 4.203], [2.901, 0.996, 4.147], [1.672, 1.429, 2.029], [0.609, 1.115, 3.376], [6.400, -1.622, 2.991], [6.773, -1.154, 0.527], [6.068, -2.705, 1.086], [11.020, -6.110, 2.949], [10.198, -5.098, 2.185], [9.002, -4.724, 2.905], [9.182, -3.856, 3.892], [10.209, -3.328, 4.216], [7.988, -3.646, 4.478], [8.053, -2.779, 5.616], [10.410, -6.976, 3.211], [11.860, -6.444, 2.341], [11.411, -5.682, 3.871], [9.839, -5.522, 1.250], [10.776, -4.205, 1.949], [8.548, -1.842, 5.367], [8.573, -3.265, 6.438], [7.025, -2.580, 5.912], [-0.740, -2.599, -3.132], [0.398, -1.671, -2.765], [0.875, -0.936, -3.902], [0.128, 0.109, -4.257], [-0.862, 0.493, -3.686], [0.668, 0.661, -5.336], [-0.064, 1.771, -5.871], [-0.445, -3.254, -3.951], [-1.021, -3.212, -2.275], [-1.615, -2.035, -3.452], [1.255, -2.243, -2.413], [0.110, -0.978, -1.975], [-0.253, 2.517, -5.103], [-1.005, 1.430, -6.299], [0.561, 2.193, -6.651], [-2.488, 0.653, -0.857], [-3.128, 1.452, -1.969], [-4.475, 1.836, -1.636], [-4.585, 2.861, -0.798], [-3.680, 3.492, -0.315], [-5.885, 3.081, -0.586], [-6.158, 4.116, 0.370], [-3.109, -0.207, -0.599], [-1.508, 0.299, -1.174], [-2.370, 1.261, 0.039], [-3.212, 0.853, -2.871], [-2.541, 2.337, -2.213], [-5.636, 5.034, 0.109], [-5.866, 3.791, 1.367], [-7.231, 4.282, 0.340], [-12.762, 5.058, -4.046], [-11.869, 6.250, -3.784], [-10.812, 5.936, -2.862], [-9.786, 5.263, -3.379], [-9.659, 4.930, -4.529], [-8.911, 5.027, -2.401], [-7.770, 4.256, -2.796], [-13.142, 4.654, -3.106], [-13.607, 5.351, -4.669], [-12.216, 4.266, -4.556], [-12.430, 7.050, -3.305], [-11.445, 6.643, -4.708], [-7.286, 4.699, -3.664], [-8.064, 3.232, -3.020], [-7.094, 4.255, -1.947]]
}